Entry from OMol25: C7H14NOP in the gas phase in a non-equilibrium geometry (ωB97M-V/def2-TZVPD).

Last columns: bonded neighbours and bond lengths (Å).
Geometry (Å):
1 C 1.9788 1.0743 -1.0471  C2 1.522, H11 1.137, H12 1.114, H13 1.090
2 C 1.1688 0.6032 0.1528  C1 1.522, C3 1.468, O4 1.433, C10 1.611
3 C 2.0836 -0.0977 1.0616  C2 1.468, H14 1.064, H15 1.142, H16 1.100
4 O 0.5888 1.7342 0.8137  C2 1.433, P5 1.625
5 P -0.8533 2.2647 0.2840  O4 1.625, N6 1.785, H17 1.384
6 N -1.1939 0.7550 -0.6054  P5 1.785, C7 1.515, C10 1.535
7 C -2.4598 -0.0747 -0.6679  N6 1.515, C8 1.579, H18 1.134, H19 1.088
8 C -2.3333 -0.9510 0.6392  C7 1.579, C9 1.530, H20 1.099, H21 1.090
9 C -0.8277 -0.9996 0.9053  C8 1.530, C10 1.496, H22 1.126, H23 1.121
10 C -0.1316 -0.2773 -0.2044  C2 1.611, N6 1.535, C9 1.496, H24 1.145
11 H 2.8220 0.3199 -1.1586  C1 1.137
12 H 2.4264 2.0548 -0.7653  C1 1.114
13 H 1.3563 1.0441 -1.9419  C1 1.090
14 H 2.9118 0.5095 1.3383  C3 1.064
15 H 2.4245 -1.1029 0.6394  C3 1.142
16 H 1.4756 -0.3056 1.9540  C3 1.100
17 H -0.5095 2.8644 -0.9153  P5 1.384
18 H -2.2453 -0.6946 -1.5934  C7 1.134
19 H -3.4054 0.4614 -0.7122  C7 1.088
20 H -2.8175 -1.9245 0.4763  C8 1.099
21 H -2.8292 -0.4906 1.4934  C8 1.090
22 H -0.8047 -0.3704 1.8394  C9 1.126
23 H -0.3941 -2.0326 0.9395  C9 1.121
24 H 0.1609 -0.9352 -1.0942  C10 1.145

SMILES = CC1(C)OPN2CCC[C@@H]21
Energy relative to the best compared isomer or geometry (same formula, charge and spin) = 11.6 kJ/mol
LUMO = 0.9 eV
Frontier orbital gap = 8.9 eV
E = -20311.641 eV

Entry from OMol25: C15H14ClN3 in the gas phase in a non-equilibrium geometry (ωB97M-V/def2-TZVPD).

Last columns: bonded neighbours and bond lengths (Å).
Geometry (Å):
1 C 2.6154 -1.2311 2.5793  C2 1.495, H20 1.092, H21 1.103, H22 1.112
2 C 1.3645 -0.8975 1.8309  C1 1.495, C3 1.354, C19 1.478
3 C 1.1950 -0.9602 0.4892  C2 1.354, C4 1.491, N5 1.407
4 C 2.2033 -1.2693 -0.5650  C3 1.491, H23 1.079, H24 1.075, H25 1.110
5 N -0.1638 -0.7314 0.2023  C3 1.407, C6 1.490, C13 1.392
6 C -0.8510 -1.0084 -1.0899  N5 1.490, C7 1.522, H26 1.095, H27 1.095
7 C -0.9299 0.2549 -1.9354  C6 1.522, C8 1.401, C12 1.430
8 C -0.1387 0.3657 -3.0865  C7 1.401, C9 1.419, H28 1.097
9 C -0.0840 1.5971 -3.7884  C8 1.419, C10 1.382, H29 1.100
10 C -0.8637 2.6547 -3.3609  C9 1.382, C11 1.364, H30 1.078
11 C -1.7089 2.5521 -2.2949  C10 1.364, C12 1.390, H31 1.103
12 C -1.7467 1.3689 -1.5672  C7 1.430, C11 1.390, H32 1.087
13 C -0.8269 -0.4652 1.3967  N5 1.392, N14 1.326, C19 1.354
14 N -2.1060 -0.1932 1.6172  C13 1.326, C15 1.345
15 C -2.5401 0.0312 2.8703  N14 1.345, N16 1.342, H33 1.079
16 N -1.7096 0.0251 3.9245  C15 1.342, C17 1.338
17 C -0.4274 -0.2669 3.6802  N16 1.338, Cl18 1.749, C19 1.378
18 Cl 0.7120 -0.1172 4.9986  C17 1.749
19 C 0.0559 -0.5433 2.4199  C2 1.478, C13 1.354, C17 1.378
20 H 3.4661 -1.4717 1.9376  C1 1.092
21 H 2.4767 -2.1017 3.2424  C1 1.103
22 H 2.9562 -0.3519 3.1685  C1 1.112
23 H 2.0344 -2.2395 -1.0047  C4 1.079
24 H 3.2045 -1.1987 -0.1807  C4 1.075
25 H 2.1154 -0.5099 -1.3699  C4 1.110
26 H -1.8631 -1.3906 -0.9196  C6 1.095
27 H -0.3643 -1.8229 -1.6355  C6 1.095
28 H 0.5075 -0.4694 -3.3831  C8 1.097
29 H 0.5477 1.7666 -4.6724  C9 1.100
30 H -0.8524 3.5888 -3.8985  C10 1.078
31 H -2.3377 3.3979 -1.9679  C11 1.103
32 H -2.3612 1.3641 -0.6702  C12 1.087
33 H -3.5790 0.2730 3.0334  C15 1.079

SMILES = Cc1c(C)n(Cc2ccccc2)c2ncnc(Cl)c12
LUMO = 0.7 eV
Frontier orbital gap = 9.0 eV
E = -32775.314 eV

Entry from OMol25: 2 unconnected molecules or ions with the total composition C7H9BrSi in a non-equilibrium geometry (ωB97M-V/def2-TZVPD).

Last columns: bonded neighbours and bond lengths (Å).
Geometry (Å):
1 C 2.6444 1.2706 1.2756  C2 1.360, C3 1.399, H10 1.140
2 C 2.2590 0.1319 0.6394  C1 1.360, C4 1.360, H11 1.157
3 C 1.7641 2.3461 1.4310  C1 1.399, C5 1.374, H12 1.057
4 C 1.0224 0.0558 0.0789  C2 1.360, C6 1.404, H13 1.149
5 C 0.5571 2.2648 0.7793  C3 1.374, C6 1.395, H14 1.078
6 C 0.1066 1.1188 0.1232  C4 1.404, C5 1.395, Si8 1.931
7 C -2.7250 -3.2753 -1.7271  H15 1.148, H16 1.033, H17 1.088, H18 1.180
8 Si -1.6440 0.9992 -0.6827  C6 1.931, Br9 2.209
9 Br -2.7841 1.9161 0.9730  Si8 2.209
10 H 3.7102 1.3945 1.6613  C1 1.140
11 H 3.0534 -0.6765 0.4059  C2 1.157
12 H 2.0317 3.3007 1.7966  C3 1.057
13 H 0.6717 -0.9316 -0.3920  C4 1.149
14 H 0.0004 3.1725 0.6110  C5 1.078
15 H -2.6296 -2.7586 -0.7062  C7 1.148
16 H -3.6697 -3.3905 -2.1281  C7 1.033
17 H -2.2333 -2.6430 -2.4641  C7 1.088
18 H -2.1353 -4.2957 -1.6749  C7 1.180

Energy relative to the best compared isomer or geometry (same formula, charge and spin) = 144.6 kJ/mol
LUMO = -0.9 eV
Frontier orbital gap = 7.9 eV
E = -85324.171 eV

Entry from OMol25: C13H14BrN3O in the gas phase (ωB97M-V/def2-TZVPD).

Last columns: bonded neighbours and bond lengths (Å).
Geometry (Å):
1 C -1.5275 1.2286 3.7849  C2 1.487, H19 1.086, H20 1.089, H21 1.089
2 C -0.3454 0.5598 3.1784  C1 1.487, N3 1.323, C7 1.412
3 N 0.8620 0.6730 3.7064  C2 1.323, N4 1.330
4 N 1.6830 -0.0427 2.9432  N3 1.330, C5 1.434, C6 1.346
5 C 3.0805 -0.1254 3.2534  N4 1.434, H22 1.088, H23 1.092, H24 1.092
6 C 1.0282 -0.6267 1.9228  N4 1.346, C7 1.381, H25 1.071
7 C -0.2999 -0.2646 2.0333  C2 1.412, C6 1.381, C8 1.493
8 C -1.4177 -0.6479 1.1205  C7 1.493, N9 1.452, H26 1.094, H27 1.094
9 N -1.1699 -0.2038 -0.2392  C8 1.452, C10 1.352, H28 1.007
10 C -0.8875 -1.0699 -1.2376  N9 1.352, O11 1.215, C12 1.498
11 O -0.9009 -2.2768 -1.0971  C10 1.215
12 C -0.5601 -0.4330 -2.5537  C10 1.498, C13 1.391, C18 1.391
13 C -1.0962 0.7817 -2.9695  C12 1.391, C14 1.385, H29 1.080
14 C -0.7692 1.2954 -4.2129  C13 1.385, C15 1.384, H30 1.080
15 C 0.0954 0.6134 -5.0515  C14 1.384, C16 1.385, H31 1.079
16 C 0.6146 -0.6009 -4.6338  C15 1.385, Br17 1.905, C18 1.381
17 Br 1.7955 -1.5543 -5.7846  C16 1.905
18 C 0.2911 -1.1340 -3.4013  C12 1.391, C16 1.381, H32 1.079
19 H -1.2077 1.8003 4.6509  C1 1.086
20 H -2.2630 0.4894 4.0998  C1 1.089
21 H -2.0014 1.9003 3.0699  C1 1.089
22 H 3.2508 0.4518 4.1596  C5 1.088
23 H 3.3767 -1.1623 3.4217  C5 1.092
24 H 3.6821 0.2882 2.4413  C5 1.092
25 H 1.5246 -1.2472 1.2041  C6 1.071
26 H -1.5203 -1.7358 1.0680  C8 1.094
27 H -2.3573 -0.2143 1.4757  C8 1.094
28 H -1.0109 0.7819 -0.3740  N9 1.007
29 H -1.7931 1.3172 -2.3418  C13 1.080
30 H -1.1916 2.2348 -4.5365  C14 1.080
31 H 0.3560 1.0130 -6.0194  C15 1.079
32 H 0.6791 -2.0892 -3.0812  C18 1.079

SMILES = Cc1nn(C)cc1CNC(=O)c1cccc(Br)c1
Energy relative to the best compared isomer or geometry (same formula, charge and spin) = 38.1 kJ/mol
LUMO = 0.6 eV
Frontier orbital gap = 9.5 eV
E = -90268.862 eV

> Among the records above, which one has the highest E?

C7H14NOP